(1)
Computed, not measured: a structure of composition C4H5CrLiO3, with ωB97M-V/def2-TZVPD.

The geometry in ORCA input format:
```
! wB97M-V def2-TZVPD RIJCOSX def2/J DEFGRID3
* xyz 2 5
Cr -1.4818 -1.4423 0.6504
O -2.3010 -0.4449 -0.7059
O 1.6913 -0.6519 -0.5350
O 2.3334 0.4757 -1.1225
C 0.4920 -1.2217 1.5119
C -1.0051 1.5239 -0.6723
C 1.3308 -0.4750 0.6992
C -1.9767 0.7206 -1.1803
Li 0.9029 1.3342 -1.8997
H -0.6386 1.9896 0.2436
H 0.1855 -0.9670 2.5317
H -2.4660 0.9888 -2.1318
H 1.0882 -2.2085 1.4527
H 1.8452 0.3786 1.1580
*
```

The expectation value of S² is 6.23. The calculation puts the largest force on an atom at 4.14 eV/Å. The calculation puts the HOMO-LUMO gap (alpha / beta) at 0.168 / 0.198 hartree.

Atom charges from the Mulliken analysis, given in e for atoms 1 to 6: atom 1 (Cr): 1.053, atom 2 (O): -0.644, atom 3 (O): -0.001, atom 4 (O): -0.664, atom 5 (C): -1.141, atom 6 (C): -0.839

---

(2)
Computed, not measured: a structure of composition C27H19AsCl2N3O7S2Tb, with ωB97M-V/def2-TZVPD.

The geometry in ORCA input format:
```
! wB97M-V def2-TZVPD RIJCOSX def2/J DEFGRID3
* xyz -2 7
Tb 13.5147 10.4542 8.7716
As 14.9059 8.4942 6.0135
Cl 11.7460 9.8014 4.9080
Cl 9.4432 13.5621 8.4228
S 15.7477 9.3142 10.5103
S 12.3504 11.9545 6.8729
O 14.3246 7.9544 4.4069
O 16.7865 8.2552 10.5099
O 14.7887 8.8494 9.2643
O 15.0508 9.4563 11.6928
O 16.4832 9.2512 6.0250
O 15.0294 12.0157 9.2729
O 13.9303 9.6458 6.8468
N 12.2646 12.2417 11.7011
N 11.0840 15.2247 11.3500
N 11.8751 9.3800 10.6068
C 17.2411 13.1846 9.8675
C 18.9992 11.5995 10.5293
C 8.4156 12.2012 6.5757
C 10.9199 16.4893 10.8086
C 11.3169 8.3718 9.9676
C 9.3589 8.8999 11.0864
C 9.3030 10.5705 5.0389
C 12.5475 10.9027 13.6647
C 13.0227 13.3236 13.7210
C 10.4853 10.5413 5.7666
C 9.6486 12.3066 7.2732
C 18.5272 12.9215 10.4045
C 8.2738 11.3510 5.4751
C 12.0894 17.0206 10.2923
C 11.3652 9.9824 11.6653
C 12.4674 13.4300 12.3005
C 16.7891 10.8262 10.3122
C 12.2787 14.5642 11.1212
C 10.0029 8.0802 10.1154
C 12.9824 12.0572 14.2863
C 9.9857 9.9116 11.8294
C 12.2019 11.0480 12.2844
C 10.7418 11.4730 6.8177
C 16.2732 12.0392 9.8580
C 13.0353 16.1840 9.7012
C 18.1302 10.6159 10.3371
C 13.0090 14.7733 10.0145
H 19.2363 13.6873 10.6868
H 13.6645 14.0382 9.5396
H 13.6963 16.6354 9.0106
H 16.9170 14.2193 9.6265
H 13.6398 12.0644 15.1636
H 7.5641 12.7581 6.8536
H 8.2938 8.9791 11.2045
H 10.0091 16.9427 11.0519
H 14.5354 8.6077 3.6944
H 20.0187 11.4238 10.8021
H 12.0700 7.8457 9.3207
H 7.3127 11.3845 4.9913
H 9.3352 10.7504 12.2157
H 12.0366 18.0676 9.9912
H 12.4866 9.9756 14.1865
H 9.5178 7.6612 9.2324
H 18.5233 9.7417 10.7774
H 9.3172 10.0410 4.0763
H 13.0504 14.2767 14.2307
*
```

The expectation value of S² is 13.04. The calculation puts the largest force on an atom at 8.31 eV/Å. The calculation puts the HOMO-LUMO gap (alpha / beta) at 0.129 / 0.224 hartree. As for the energy above the lowest of the compared OMol25 structures with the same formula, charge and spin: 170.1 kcal per mole.

Atom charges from the Mulliken analysis, given in e for atoms 1 to 6: atom 1 (Tb): 0.706, atom 2 (As): 0.341, atom 3 (Cl): -0.172, atom 4 (Cl): -0.192, atom 5 (S): 1.383, atom 6 (S): -0.437

---

(3)
Computed, not measured: a cluster of 2 separate species, C2Cl3NO3 in total, with ωB97M-V/def2-TZVPD.

The geometry in ORCA input format:
```
! wB97M-V def2-TZVPD RIJCOSX def2/J DEFGRID3
* xyz 0 3
Cl -0.7904 -1.3307 0.9617
Cl 2.5674 1.3159 -0.6160
Cl 0.9874 -3.2557 -0.2491
O -1.3244 2.3517 1.0607
O -2.5942 1.2134 -0.4330
O 1.0565 0.4095 -0.4638
N 1.3791 -0.8563 -0.6053
C 0.6663 -1.6320 0.0525
C -1.9477 1.7841 0.2924
*
```

The expectation value of S² is 2.01. The calculation puts the largest force on an atom at 5.81 eV/Å. The calculation puts the HOMO-LUMO gap (alpha / beta) at 0.302 / 0.271 hartree. As for the energy above the lowest of the compared OMol25 structures with the same formula, charge and spin: 0.0 kcal per mole.

Atom charges from the Mulliken analysis, given in e for atoms 1 to 6: atom 1 (Cl): -0.100, atom 2 (Cl): -0.089, atom 3 (Cl): -0.093, atom 4 (O): -0.353, atom 5 (O): -0.333, atom 6 (O): -0.039

---

(4)
Computed, not measured: the molecule C7H9N, with ωB97M-V/def2-TZVPD.

The geometry in ORCA input format:
```
! wB97M-V def2-TZVPD RIJCOSX def2/J DEFGRID3
* xyz 0 1
N 2.7036 -0.7747 0.1550
C -2.7414 1.9691 1.2387
C -2.0769 1.2981 0.0219
C 1.7142 -1.8610 0.9440
C 1.1712 -0.4899 0.4749
C -1.2217 0.8903 -0.8217
C 0.6960 -0.7048 -0.8988
C -0.4231 -0.0406 -1.5698
H 2.7213 -1.0909 -0.8631
H -1.2446 -0.5956 -2.4562
H -1.8855 2.1972 1.8513
H 0.9006 0.6379 1.0199
H 1.1695 -1.4532 -1.5628
H -3.4399 2.8279 0.7489
H -3.3890 1.2321 1.5888
H 2.2078 -1.9558 1.9979
H 1.3249 -2.7440 0.2546
*
```

As for the structure (SMILES): CC#C/C=C\[C@H]1CN1. The calculation puts the largest force on an atom at 7.51 eV/Å. The calculation puts the HOMO-LUMO gap at 0.310 hartree. As for the energy above the lowest of the compared OMol25 structures with the same formula, charge and spin: 185.7 kcal per mole.

Atom charges from the Mulliken analysis, given in e for atoms 1 to 6: atom 1 (N): -0.592, atom 2 (C): -0.892, atom 3 (C): 0.276, atom 4 (C): -0.371, atom 5 (C): 0.469, atom 6 (C): -0.137

---

Respective energy values: -1432.16238; -6507.97720; -1737.07029; -326.59503 Ha.